(1)
Molecular formula: C30H43BrCoN2P2S
Method: DFT, wB97M-V/def2-TZVPD

The geometry in XYZ format:
```
80
Properties=species:S:1:pos:R:3:lowdin_spin:R:1
C 3.40677 -1.02204 -3.57209 0.000
C 3.02316 -0.03685 -2.65074 -0.001
C 3.21511 1.31804 -3.01342 0.001
C 3.70042 1.60131 -4.29896 0.000
N 4.00857 0.64372 -5.16139 0.001
C 3.88355 -0.63231 -4.82495 0.000
C 2.47408 -0.48300 -1.35903 0.000
C 2.42059 -1.29685 -0.40712 0.011
C 2.55974 -1.55283 1.01099 -0.015
C 1.59919 -2.09075 1.88660 0.026
C 1.48466 -1.59445 3.22851 -0.018
C 2.45652 -0.52485 3.45053 0.028
C 3.68238 -0.38480 2.83877 -0.013
C 3.75376 -1.03222 1.59187 0.007
Co 0.34267 -0.09807 3.19447 1.903
P -0.90643 -0.23749 -1.10290 0.482
H 3.00288 2.14422 -2.32125 0.000
H 3.33125 -2.07804 -3.32226 0.000
H 3.83546 2.63044 -4.63374 0.000
H 4.16648 -1.37554 -5.57252 0.000
H 4.68702 -1.12652 1.05026 0.000
H 1.11317 -3.06258 1.74577 0.001
H 4.52565 0.11764 3.28820 -0.001
H 1.04884 -2.15239 4.09260 0.001
C -2.77639 -0.24816 -1.12069 0.056
C -3.52199 0.30775 -2.34006 0.022
H -3.07411 0.30278 -0.21499 0.002
H -3.08215 -1.28930 -0.93371 0.000
H -4.60613 0.24172 -2.16288 0.005
H -3.28480 1.36304 -2.52053 0.001
H -3.31777 -0.27236 -3.25023 0.000
C -0.50560 1.30147 -2.10883 0.051
C -0.26448 1.19184 -3.61391 0.016
H 0.41395 1.66915 -1.62067 0.003
H -1.27805 2.06613 -1.91941 0.001
H 0.06783 2.17196 -3.99838 0.004
H 0.53154 0.47093 -3.84051 0.001
H -1.17974 0.93258 -4.16817 0.000
C -0.53018 -1.65434 -2.22656 0.068
C -1.42625 -1.90084 -3.43576 0.026
H -0.56201 -2.54261 -1.58452 0.003
H 0.52329 -1.56981 -2.50738 -0.001
H -1.05670 -2.75332 -4.01975 0.006
H -2.44690 -2.13796 -3.12395 0.001
H -1.44475 -1.04382 -4.11391 0.000
Br 1.66725 0.87208 4.90259 0.043
P -0.41354 1.81762 1.78336 0.139
C -1.52501 2.77836 0.71907 0.010
C -2.28847 3.91324 1.38437 0.004
H -2.23806 2.05884 0.28218 0.000
H -0.90893 3.17307 -0.09665 0.000
H -2.85635 4.43865 0.61418 0.001
H -3.01275 3.55338 2.12345 0.000
H -1.63651 4.64861 1.86353 0.000
C -1.28230 1.72663 3.41151 0.039
C -1.08075 2.87898 4.40080 0.011
H -0.98776 0.77935 4.00141 0.006
H -2.35616 1.58498 3.18831 0.000
H -1.69745 2.63912 5.28413 0.002
H -0.03660 2.93817 4.74504 0.000
H -1.40165 3.83504 3.96519 0.001
C 1.19488 2.70703 1.88931 0.016
C 1.19364 4.22347 2.07922 0.007
H 1.75267 2.41985 0.97405 0.001
H 1.74119 2.26572 2.74858 0.000
H 2.24981 4.51808 2.19399 0.002
H 0.77882 4.78549 1.22602 0.000
H 0.67428 4.52687 3.00400 0.000
S -1.77110 -1.74255 2.49687 0.030
C -1.74784 -3.21900 1.66092 0.005
N -2.76567 -4.13377 1.89479 0.002
C -2.79996 -5.38827 1.38512 0.000
C -1.78382 -5.79923 0.54881 0.000
C -0.78066 -4.88359 0.19291 0.000
C -0.83090 -3.57764 0.66544 0.002
H -3.53312 -3.81043 2.49952 0.001
H -3.63840 -6.02411 1.66833 0.000
H -1.77411 -6.81657 0.13606 0.000
H 0.05156 -5.17848 -0.47008 0.000
H -0.15032 -2.78964 0.32024 0.004
```

Computed properties:
Multiplicity: 4
Net charge: +2
Gap between HOMO and LUMO (spin up / spin down) (eV): 7.271 / 4.711
E (eV): -171849.1723

(2)
Molecular formula: C30H43BrEuIN8O5S
Method: DFT, wB97M-V/def2-TZVPD

The geometry in XYZ format:
```
90
Properties=species:S:1:pos:R:3:lowdin_spin:R:1
Eu 10.66814 13.08835 11.95793 6.076
N 11.40139 15.22233 13.37366 -0.005
C 10.28714 15.96730 13.94166 0.000
C 9.12035 15.06646 14.39278 0.000
N 8.59871 14.17042 13.34005 -0.006
C 7.85701 13.01961 13.91635 0.000
C 8.77081 12.03010 14.65302 0.000
N 9.74792 11.39355 13.78993 -0.005
C 7.75214 14.92913 12.38362 0.000
C 7.88689 14.51491 10.90636 0.001
N 9.26822 14.63030 10.42003 -0.005
H 11.97499 14.77482 14.08941 0.000
H 12.03256 15.84139 12.86983 0.000
H 9.93343 16.68815 13.19206 0.000
H 10.58686 16.58592 14.83245 0.000
H 8.30532 15.72484 14.77207 0.000
H 9.46995 14.46860 15.24282 0.000
H 7.31698 12.49251 13.10372 0.000
H 7.10312 13.40942 14.65064 0.000
H 8.11556 11.29523 15.16412 0.000
H 9.32060 12.53794 15.46186 0.000
H 9.33969 10.69862 13.16772 0.000
H 10.53562 10.97742 14.29110 0.000
H 7.98004 16.00276 12.50301 0.000
H 6.67575 14.81071 12.63748 0.000
H 7.19937 15.12426 10.28705 0.000
H 7.57145 13.47013 10.76191 0.000
H 9.60947 15.59119 10.54130 0.000
H 9.28730 14.48722 9.40609 0.000
O 11.87168 11.72548 10.31822 0.172
C 11.46661 11.08145 9.29715 0.343
C 10.16261 10.55998 9.08931 0.027
C 9.89229 9.86284 7.88795 0.116
C 8.67386 9.23306 7.77740 -0.002
C 7.64733 9.25843 8.73804 0.125
C 7.84661 10.02183 9.85469 -0.001
C 9.05446 10.76390 10.04143 0.101
O 9.09515 11.57706 11.03484 0.058
N 8.40637 8.50733 6.57367 -0.005
O 7.41221 7.81421 6.57298 -0.006
O 9.21501 8.65982 5.67169 -0.015
H 12.17212 10.97745 8.45794 0.019
H 10.63237 9.79325 7.10283 0.004
H 6.75861 8.65948 8.58132 0.007
H 7.08675 10.11228 10.63448 -0.003
C 17.89694 11.34515 15.79034 0.000
C 16.47828 10.80006 15.96005 0.000
C 15.38175 11.73183 15.45682 0.000
N 15.41984 11.86146 14.00352 0.000
C 14.34024 11.98304 13.21336 0.000
S 12.78063 12.21367 13.90104 -0.002
N 14.47856 11.91308 11.84921 0.001
C 15.66078 12.08022 11.01140 0.000
O 15.57573 12.67592 9.92468 0.000
C 16.87478 11.34964 11.46644 0.000
C 16.81217 10.05897 12.03019 0.000
C 17.96358 9.43106 12.46575 0.000
C 19.19375 10.06282 12.38579 0.000
C 19.26168 11.33651 11.82830 0.000
C 18.12556 11.95780 11.34311 0.000
H 18.64457 10.68997 16.23793 0.000
H 18.00406 12.33526 16.28095 0.000
H 18.15344 11.48016 14.73186 0.000
H 16.28121 10.64011 17.03667 0.000
H 16.38803 9.80122 15.46932 0.000
H 15.47049 12.74738 15.90947 0.000
H 14.38397 11.35691 15.70978 0.000
H 16.35277 11.96778 13.59529 0.000
H 13.56520 11.97037 11.36672 0.001
H 15.84903 9.55009 12.13863 0.000
H 17.93097 8.43069 12.90262 0.000
H 20.10040 9.60437 12.76506 0.000
H 20.21863 11.82803 11.73361 0.000
H 18.21555 12.92462 10.87323 0.000
N 12.49449 14.55735 10.49893 -0.002
H 12.59617 13.91148 9.71488 0.001
H 13.45046 14.66180 10.84385 0.000
H 12.28593 15.46571 10.08742 0.000
Br 8.54794 18.90225 12.24290 0.000
C 9.92277 20.24437 12.36222 0.000
C 9.61133 21.45826 12.97081 0.000
C 10.56306 22.46310 13.03296 0.000
C 11.83458 22.25326 12.53017 0.000
C 12.16674 21.05122 11.92606 0.000
C 11.20375 20.04700 11.84245 0.000
I 11.67633 18.20899 10.89979 0.000
H 8.60547 21.61100 13.35872 0.000
H 10.30272 23.40805 13.49144 0.000
H 12.57643 23.03943 12.59924 0.000
H 13.16013 20.86371 11.52912 0.000
```

Computed properties:
Multiplicity: 8
Net charge: +1
Gap between HOMO and LUMO (spin up / spin down) (eV): 2.755 / 6.458
E (eV): -162268.5121

(3)
Molecular formula: C30H43BrFeN2P2S
Method: DFT, wB97M-V/def2-TZVPD

The geometry in XYZ format:
```
80
Properties=species:S:1:pos:R:3:lowdin_spin:R:1
C -0.72498 7.30764 -3.97958 0.005
C -0.90039 5.93364 -4.22215 0.004
C -1.20935 5.55421 -5.54032 0.005
C -1.32737 6.53130 -6.52853 -0.001
N -1.15536 7.82293 -6.26634 0.005
C -0.86190 8.21477 -5.03051 -0.001
C -0.77642 4.95669 -3.17023 0.034
C -0.70071 4.11261 -2.29147 0.003
C -0.56938 3.14064 -1.25407 0.038
C 0.50615 3.23632 -0.36076 -0.016
C 0.70274 2.30415 0.64652 0.016
C -0.18022 1.22135 0.76802 -0.161
C -1.29770 1.12448 -0.06108 0.004
C -1.46741 2.07072 -1.07712 -0.021
Fe 0.20580 0.01319 2.35783 3.634
P 1.93087 -1.08142 1.22941 0.003
H -1.35950 4.50663 -5.80012 0.000
H -0.48438 7.67450 -2.98220 0.000
H -1.56821 6.25364 -7.56090 0.000
H -0.72878 9.28922 -4.86080 0.000
H -2.31701 1.99402 -1.76592 -0.003
H 1.21222 4.06296 -0.45618 -0.002
H -2.04089 0.33469 0.07006 -0.001
H 1.55142 2.47288 1.30845 0.000
C 2.17189 -2.68314 2.02443 -0.004
C 3.14285 -3.65359 1.35357 -0.003
H 1.17180 -3.13832 2.08698 0.000
H 2.47987 -2.49192 3.06365 0.000
H 3.36048 -4.46165 2.05816 -0.001
H 2.72880 -4.12140 0.45522 0.000
H 4.10264 -3.20887 1.08104 0.000
C 1.70492 -1.30092 -0.55231 0.012
C 2.75190 -0.65662 -1.44597 0.003
H 0.71396 -0.88083 -0.77388 0.001
H 1.62858 -2.37136 -0.78270 0.001
H 2.50304 -0.82945 -2.49945 0.001
H 2.80567 0.42617 -1.30180 0.000
H 3.75211 -1.06609 -1.27500 0.000
C 3.31608 0.03185 1.59143 0.000
C 4.69122 -0.62389 1.55962 -0.001
H 3.12805 0.47826 2.58272 -0.001
H 3.28695 0.86485 0.87342 0.000
H 5.46037 0.14391 1.69824 0.000
H 4.83026 -1.36147 2.35335 0.000
H 4.90702 -1.12317 0.61072 0.000
Br -0.77051 -1.63469 3.72080 0.213
P -2.76278 -3.64908 -1.99962 0.000
C -0.91704 -3.71159 -1.88338 0.000
C -0.34210 -5.11560 -2.03695 0.000
H -0.60720 -3.28011 -0.92203 0.000
H -0.52202 -3.06335 -2.67662 0.000
H 0.72371 -5.07047 -2.29383 0.000
H -0.43622 -5.68744 -1.10889 0.000
H -0.85315 -5.68095 -2.82228 0.000
C -3.21440 -3.32447 -0.23813 0.000
C -4.61561 -3.82331 0.10021 0.000
H -3.13738 -2.25328 -0.00653 0.000
H -2.46883 -3.84950 0.37025 0.000
H -4.70176 -4.00399 1.17713 0.000
H -5.38765 -3.10223 -0.18541 0.000
H -4.83704 -4.76301 -0.41244 0.000
C -2.96344 -1.93389 -2.64901 0.000
C -3.22031 -1.89379 -4.15117 0.000
H -2.07270 -1.34156 -2.39586 0.000
H -3.81894 -1.49970 -2.11482 0.000
H -3.69143 -0.94134 -4.41891 0.000
H -2.29073 -1.97924 -4.72220 0.000
H -3.88331 -2.70321 -4.47232 0.000
S 0.94487 1.74337 3.74276 0.165
C 0.76805 1.10720 5.32488 0.022
N -0.50953 1.09105 5.80091 0.010
C -0.82707 0.57673 7.02354 0.007
C 0.18294 0.12414 7.84398 0.014
C 1.50683 0.12591 7.38287 0.001
C 1.79686 0.59840 6.11399 0.014
H -1.26178 1.29863 5.15287 0.001
H -1.89109 0.55790 7.25431 0.000
H -0.07878 -0.24815 8.85018 0.000
H 2.29795 -0.25544 8.03655 0.000
H 2.78390 0.56192 5.68173 0.001
```

Computed properties:
Multiplicity: 5
Net charge: +2
Gap between HOMO and LUMO (spin up / spin down) (eV): 3.337 / 3.912
E (eV): -168613.3931

(4)
Molecular formula: C30H43BrN2P2Pb
Method: DFT, wB97M-V/def2-TZVPD

The geometry in XYZ format:
```
79
Properties=species:S:1:pos:R:3:lowdin_charge:R:1
C 1.98073 4.69457 -0.53062 0.003
C 0.89699 4.43231 -1.39692 -0.229
C 1.13297 3.91082 -2.68150 -0.001
C 2.43455 3.48866 -2.97477 -0.129
N 3.42352 3.59249 -2.08100 0.047
C 3.24550 4.23025 -0.91717 -0.130
C -0.44789 4.55666 -0.93282 0.042
C -1.60733 4.58271 -0.51330 0.072
C -2.47271 3.83841 0.35507 -0.223
C -1.86768 2.73257 1.01471 -0.110
C -2.65160 1.79411 1.66076 -0.298
C -4.03125 1.90385 1.57273 -0.627
C -4.64559 3.08918 1.14221 -0.063
C -3.85285 4.07328 0.51126 0.017
Pb -0.39840 0.03081 1.23765 1.228
P 2.10858 -0.42473 0.18243 0.805
H 0.32267 3.80830 -3.39535 0.121
H 1.82490 5.20963 0.41056 0.120
H 2.67047 3.02449 -3.94319 0.122
H 4.11764 4.35732 -0.26318 0.120
H -4.32590 4.97367 0.13414 0.130
H -0.76337 2.60235 0.94590 0.060
H -5.71582 3.22613 1.28759 0.120
H -2.29741 0.91481 2.22918 -0.029
C 2.82611 -2.11256 0.43168 -0.390
C 3.96052 -2.50697 -0.50404 -0.135
H 1.98965 -2.81642 0.31878 0.068
H 3.14762 -2.17793 1.48078 0.086
H 4.23430 -3.55510 -0.34072 0.093
H 3.68296 -2.40094 -1.55887 0.072
H 4.86635 -1.91396 -0.33054 0.063
C 2.26884 -0.11127 -1.64469 -0.375
C 3.65515 0.29301 -2.11152 -0.142
H 1.54751 0.68606 -1.87069 0.067
H 1.90484 -1.00520 -2.17370 0.070
H 3.67262 0.36924 -3.20406 0.094
H 3.94777 1.27713 -1.72463 0.052
H 4.42217 -0.43668 -1.83203 0.052
C 3.28845 0.75161 0.97779 -0.385
C 4.73912 0.28653 0.99435 -0.130
H 2.92827 0.90028 2.00755 0.076
H 3.18274 1.72559 0.47662 0.068
H 5.35281 1.00580 1.55166 0.094
H 4.84237 -0.69764 1.47186 0.073
H 5.15567 0.22327 -0.01877 0.062
Br -5.02911 0.31249 2.08204 0.727
P -1.71701 -1.68250 -0.96938 0.886
C -0.77200 -2.52569 -2.28380 -0.414
C -1.34612 -3.81493 -2.85678 -0.126
H 0.21719 -2.72985 -1.84700 0.056
H -0.60221 -1.80460 -3.09581 0.079
H -0.61024 -4.27309 -3.52918 0.091
H -1.56177 -4.56267 -2.08825 0.071
H -2.24813 -3.65378 -3.45660 0.072
C -2.86714 -2.96556 -0.32209 -0.402
C -4.18886 -3.16202 -1.06090 -0.130
H -3.07529 -2.68064 0.71830 0.066
H -2.30632 -3.91017 -0.28383 0.078
H -4.81190 -3.85215 -0.47637 0.090
H -4.75827 -2.22454 -1.15579 0.072
H -4.06697 -3.61925 -2.05613 0.071
C -2.80641 -0.50670 -1.89266 -0.399
C -3.20360 -0.90146 -3.31766 -0.127
H -2.24681 0.44507 -1.91580 0.073
H -3.69762 -0.31921 -1.27130 0.077
H -3.77179 -0.07023 -3.75966 0.091
H -2.33147 -1.06854 -3.96806 0.072
H -3.85603 -1.78856 -3.34270 0.068
C -0.23838 -1.71965 6.30849 -0.016
C -0.53714 -0.39326 5.96607 -0.018
C -0.58605 -0.03284 4.61104 -0.128
N -0.35038 -0.90921 3.59451 -0.129
C -0.05029 -2.19201 3.95138 -0.122
C 0.02016 -2.61881 5.27735 -0.034
H -0.19137 -2.02769 7.35591 0.132
H -0.71811 0.36643 6.72028 0.122
H -0.81689 0.99504 4.30877 0.111
H 0.14113 -2.87774 3.12120 0.113
H 0.28865 -3.65814 5.48323 0.126
```

Computed properties:
Multiplicity: 1
Net charge: +2
Gap between HOMO and LUMO (eV): 6.829
E (eV): -128639.3259

One value per record, in order, for energy above the lowest of the compared OMol25 structures with the same formula, charge and spin: 230.4; 77.5; 0.0; 0.0 kJ/mol.